A cluster of 5 separate species, F12H4N3O6P2 in total in a non-equilibrium geometry. Source: the OMol25 dataset; level of theory: the ωB97M-V functional and the def2-TZVPD basis.

Calculated values
**HOMO level**: -0.7 eV
**ΔE to the lowest compared entry with this formula, charge and spin**: 126.41 kJ/mol
**Charge**: -3

Positions of all 27 atoms, in Å:
N1 -0.26366 0.21976 -0.30440
H1 -0.82996 1.05443 -0.35668
H2 -0.93415 -0.50329 -0.08588
H3 0.32172 0.24243 0.51835
H4 0.14980 0.12563 -1.22107
N2 -2.92370 4.61068 1.85962
O1 -2.48862 5.31468 2.73115
O2 -2.16708 4.08492 1.08979
O3 -4.16360 4.53322 1.72864
N3 -5.17096 -0.38162 0.23423
O4 -5.29846 0.06801 -0.82908
O5 -6.00856 -0.07125 1.06915
O6 -4.20676 -1.02644 0.50831
P1 1.51734 -2.39459 -4.61486
F1 1.68686 -3.00005 -3.17035
F2 1.10794 -3.94224 -5.02821
F3 -0.11382 -2.30144 -4.43643
F4 1.50474 -1.98157 -6.20376
F5 1.64780 -0.86413 -4.11626
F6 3.10860 -2.75133 -4.73153
P2 3.36224 -0.11489 3.65409
F7 3.79543 -1.41398 4.62057
F8 4.93834 -0.04942 3.21368
F9 3.17426 -1.22568 2.41975
F10 2.94178 1.09586 2.63432
F11 1.77106 -0.23473 3.92057
F12 3.54132 0.90714 4.89626

A cluster of 2 separate species, C4H9N4O2 in total in a non-equilibrium geometry. Source: the OMol25 dataset; level of theory: the ωB97M-V functional and the def2-TZVPD basis.

Calculated values
**HOMO level**: -13.4 eV
**ΔE to the lowest compared entry with this formula, charge and spin**: 387.92 kJ/mol
**Charge**: +1

Positions of all 19 atoms, in Å:
C1 -2.44086 -0.88914 -0.14312
C2 3.26251 -0.01125 -0.22965
C3 3.14430 1.38128 0.24839
C4 1.96374 0.68729 -0.12386
N1 -1.22609 -1.05370 -0.53084
N2 -3.38808 -1.85844 -0.08008
N3 -2.13979 1.37798 0.09413
N4 0.73565 0.59584 -0.02339
O1 -2.92422 0.26677 0.33159
O2 -2.78299 2.32604 0.28035
H1 3.74094 -0.23389 -1.18733
H2 3.34062 -0.96098 0.37365
H3 3.11632 1.59878 1.33756
H4 3.73251 2.20860 -0.28696
H5 -0.77425 -1.94870 -0.54731
H6 -0.41229 -0.42772 -0.24161
H7 -3.09991 -2.83310 -0.11305
H8 -4.11353 -1.67513 0.52626
H9 0.26542 1.44944 0.31527

A structure of composition C38H40KSi. Source: the OMol25 dataset; level of theory: the ωB97M-V functional and the def2-TZVPD basis.

Calculated values
**HOMO level**: -3.6 eV
**Charge**: -1

Positions of all 80 atoms, in Å:
K1 -0.20971 -0.39668 -0.45484
C1 -1.39269 -2.59879 3.28913
C2 -1.87979 -1.28271 2.72541
C3 -1.34226 -0.08667 3.22619
C4 -0.40498 -0.08814 4.40805
C5 -1.68223 1.13350 2.62980
C6 -1.04255 2.41586 3.10355
C7 -2.61217 1.17423 1.58287
C8 -3.02813 2.50941 1.00668
C9 -3.15943 -0.01697 1.09323
C10 -4.08368 0.02644 -0.10724
C11 -2.80981 -1.24475 1.67762
C12 -3.45038 -2.52361 1.17526
H1 -1.54578 -2.66625 4.36737
H2 -0.31974 -2.70480 3.10220
H3 -1.88312 -3.45549 2.83553
H4 -0.76339 0.59870 5.18045
H5 0.59808 0.22075 4.10707
H6 -0.30524 -1.07142 4.85870
H7 -1.70358 2.97387 3.77586
H8 -0.81121 3.06765 2.26055
H9 -0.11194 2.22544 3.63282
H10 -3.02563 3.28061 1.77605
H11 -4.03402 2.47201 0.59313
H12 -2.35332 2.84552 0.21301
H13 -5.13723 0.09721 0.18341
H14 -3.97919 -0.86086 -0.73029
H15 -3.86307 0.87876 -0.74607
H16 -2.81429 -3.06587 0.46694
H17 -4.39587 -2.32597 0.67599
H18 -3.66508 -3.20686 1.99529
C13 -1.10672 -3.32149 -5.38040
C14 -0.13571 -2.32482 -5.44115
C15 -0.25884 -1.16932 -4.68791
C16 -1.36101 -0.97899 -3.84705
C17 -2.33051 -1.98581 -3.79790
C18 -2.20637 -3.14524 -4.55357
C19 -1.51827 0.24151 -3.02111
C20 -0.53433 1.13148 -2.84660
C21 -0.61973 2.34350 -2.09174
C22 -1.29793 3.45485 -2.66047
C23 -1.24548 4.72323 -2.11282
C24 -0.51182 4.97944 -0.95802
C25 0.13781 3.91090 -0.35355
C26 0.06648 2.63123 -0.88601
H19 -1.00191 -4.22463 -5.96856
H20 0.72463 -2.45298 -6.08768
H21 0.48677 -0.38384 -4.71675
H22 -3.19127 -1.85117 -3.14926
H23 -2.96979 -3.91277 -4.49531
H24 -2.51740 0.32180 -2.56028
H25 -1.85317 3.29394 -3.57749
H26 -1.78094 5.52912 -2.60332
H27 -0.45113 5.97846 -0.54487
H28 0.71987 4.05846 0.54920
H29 0.64491 1.90270 -0.33159
C27 5.66439 -3.83676 1.54678
C28 5.48694 -3.02352 2.65763
C29 4.44214 -2.10508 2.68719
C30 3.54162 -1.95891 1.62320
C31 3.75084 -2.79366 0.52110
C32 4.78819 -3.71760 0.47598
Si1 2.14588 -0.61221 1.77207
C33 2.65132 0.55675 0.29601
C34 2.62146 0.38328 -1.09259
C35 3.08541 1.35113 -1.97237
C36 3.63077 2.52680 -1.48006
C37 3.69884 2.72248 -0.10643
C38 3.20349 1.75736 0.76145
H30 6.47350 -4.55757 1.51447
H31 6.16171 -3.10402 3.50337
H32 4.31739 -1.48293 3.56781
H33 3.07807 -2.73042 -0.33056
H34 4.91163 -4.34855 -0.39788
H35 1.08684 -1.62163 1.28406
H36 2.22705 -0.52826 -1.53452
H37 3.00785 1.18276 -3.03958
H38 3.99284 3.28766 -2.16075
H39 4.12126 3.63833 0.29256
H40 3.23382 1.94084 1.83158

A cluster of 2 separate species, C4H10NO in total in a non-equilibrium geometry. Source: the OMol25 dataset; level of theory: the ωB97M-V functional and the def2-TZVPD basis.

Calculated values
**HOMO level**: -12.1 eV
**ΔE to the lowest compared entry with this formula, charge and spin**: 413.01 kJ/mol
**Charge**: +1

Positions of all 16 atoms, in Å:
O1 -0.50636 0.21077 1.57061
C1 -1.01824 -0.18329 0.56329
C2 -0.32648 0.08224 -0.73517
C3 -0.61195 -0.58920 -1.94066
C4 0.60541 -1.45337 -2.43318
N1 0.68251 2.10862 3.75880
H1 -1.99001 -0.68100 0.53252
H2 0.42835 0.87256 -0.67499
H3 -1.54545 -1.14375 -1.86271
H4 -0.74836 0.20722 -2.69339
H5 0.48149 -1.94275 -3.38913
H6 0.75252 -2.19464 -1.64970
H7 1.50843 -0.85775 -2.45491
H8 0.60961 2.02715 4.75750
H9 0.08962 1.41860 3.32387
H10 1.58891 2.11859 3.32725

A structure of composition C17H35AsHgN2S6SbSi3. Source: the OMol25 dataset; level of theory: the ωB97M-V functional and the def2-TZVPD basis.

Calculated values
**HOMO level (alpha / beta)**: 0.5 / -1.9 eV
**2S+1**: 2
**Charge**: -2

Positions of all 66 atoms, in Å:
Hg1 0.31575 -0.27534 0.33522
C1 0.18968 3.66379 1.11658
C2 -0.21210 3.24261 -0.25887
N1 -0.10925 2.05246 -0.74645
C3 -0.48204 1.97166 -2.08378
C4 -0.88924 3.19800 -2.63039
S1 -0.79920 4.42937 -1.40806
C5 -0.36896 0.75355 -2.80496
C6 -0.60993 0.60890 -4.17383
S2 -0.28013 -1.02574 -4.64568
C7 0.15530 -1.41928 -3.00467
N2 0.04670 -0.42669 -2.18836
C8 0.61912 -2.79647 -2.65214
H1 0.33356 2.79200 1.75136
H2 -0.56629 4.31356 1.56190
H3 1.13285 4.21471 1.08379
H4 -1.22094 3.42001 -3.63321
H5 -0.91015 1.35271 -4.89434
H6 0.27455 -3.51722 -3.39702
H7 0.25303 -3.08323 -1.66769
H8 1.70959 -2.83892 -2.60498
S3 1.11328 -2.61747 4.76393
Sb1 1.91988 -1.86927 2.76404
S4 0.63372 -2.68190 0.86138
S5 1.37163 0.47606 2.42318
S6 4.13308 -2.23555 2.37885
C9 -5.84380 1.29118 1.50193
Si1 -4.04379 1.44291 0.96299
C10 -3.19974 2.63067 2.14911
C11 -4.10055 2.16886 -0.75752
As1 -2.67385 -0.46511 0.91345
Si2 -3.05464 -1.41682 3.06655
C12 -2.56807 -3.21475 3.09450
C13 -4.86220 -1.35092 3.62032
C14 -2.07035 -0.35734 4.24215
Si3 -3.84312 -1.86681 -0.55343
C15 -5.71372 -1.94235 -0.31063
C16 -3.17009 -3.61156 -0.39180
C17 -3.55449 -1.26081 -2.29984
H9 -6.28542 2.29459 1.54559
H10 -5.94570 0.83146 2.48632
H11 -6.42533 0.69486 0.79202
H12 -3.40621 3.67373 1.88689
H13 -2.11780 2.47352 2.11819
H14 -3.53128 2.45461 3.17769
H15 -4.43564 3.21157 -0.73044
H16 -4.78984 1.60270 -1.39434
H17 -3.11438 2.14552 -1.22977
H18 -3.42050 -3.86673 2.86987
H19 -2.16153 -3.46234 4.08028
H20 -1.77100 -3.40716 2.37216
H21 -5.55195 -1.65659 2.82864
H22 -5.13969 -0.34603 3.95174
H23 -4.99172 -2.03658 4.46865
H24 -1.13078 -0.04435 3.77766
H25 -1.79972 -0.92427 5.13779
H26 -2.63124 0.53876 4.52933
H27 -5.98835 -2.02085 0.74481
H28 -6.11324 -2.82023 -0.83428
H29 -6.20012 -1.05062 -0.72158
H30 -3.73088 -4.19007 0.34912
H31 -2.12110 -3.58536 -0.07219
H32 -3.22344 -4.13030 -1.35553
H33 -3.69356 -0.17831 -2.38091
H34 -4.23679 -1.75505 -3.00153
H35 -2.52733 -1.47511 -2.61049

An isolated molecule of C19H26N4O5S2 in a non-equilibrium geometry. Source: the OMol25 dataset; level of theory: the ωB97M-V functional and the def2-TZVPD basis.

Calculated values
**HOMO level**: -8.7 eV
**SMILES string**: COC[C@H](C)NC(=O)CSc1nnc(-c2cccc(S(=O)(=O)N3CCCCC3)c2)o1

Positions of all 56 atoms, in Å:
C1 -3.16302 -1.32911 2.48866
H1 -2.54636 -2.07330 1.96936
O1 -2.84049 -0.02405 2.08265
C2 -1.48043 0.30158 2.28923
C3 -1.25470 1.76710 1.87581
N1 -2.05762 2.06685 0.70616
C4 -1.58062 2.12077 -0.54176
O2 -0.40606 2.07274 -0.84372
C5 -2.64186 2.33634 -1.62624
H2 -2.97770 3.37383 -1.60858
H3 -2.19704 2.12245 -2.59856
S1 -4.16989 1.34839 -1.44368
C6 -3.46895 -0.21875 -1.27398
N2 -4.06792 -1.37047 -1.22591
N3 -3.10979 -2.28804 -1.01424
C7 -1.97299 -1.66405 -0.94491
C8 -0.66751 -2.17158 -0.59789
C9 0.35254 -1.25812 -0.32978
C10 1.55159 -1.71687 0.16976
C11 1.78162 -3.06615 0.35832
C12 0.78266 -3.97846 0.04187
C13 -0.44550 -3.53728 -0.41583
H4 -1.24898 -4.22595 -0.62460
H5 0.95630 -5.03483 0.17851
H6 2.73060 -3.37969 0.76399
S2 2.73901 -0.46637 0.66990
O3 2.01147 0.49626 1.44996
O4 3.85394 -1.13464 1.28334
N4 3.15140 0.18140 -0.80723
C14 4.42808 -0.25345 -1.33323
C15 5.58577 0.55463 -0.74715
C16 5.34814 2.04674 -0.96983
C17 3.99520 2.45015 -0.38692
C18 2.89117 1.59413 -1.00268
H7 1.92477 1.81758 -0.55400
H8 2.82517 1.76952 -2.08118
H9 3.99381 2.28751 0.69280
H10 3.79254 3.50464 -0.57970
H11 6.14775 2.62546 -0.50352
H12 5.35845 2.26079 -2.04220
H13 5.63952 0.34319 0.32199
H14 6.52261 0.24113 -1.21104
H15 4.53676 -1.31022 -1.08706
H16 4.39390 -0.14245 -2.42237
H17 0.21591 -0.19817 -0.47907
O5 -2.13730 -0.32622 -1.11761
H18 -3.05549 1.99468 0.85256
C19 -1.64178 2.72603 2.99626
H19 -0.98650 2.58194 3.84996
H20 -2.66925 2.54310 3.30356
H21 -1.55068 3.75524 2.65832
H22 -0.20165 1.88964 1.60367
H23 -1.20931 0.16903 3.34520
H24 -0.83819 -0.36315 1.69435
H25 -4.20867 -1.48505 2.23027
H26 -3.02527 -1.45126 3.56953

A structure of composition C21H12F9O15S3Tl in a non-equilibrium geometry. Source: the OMol25 dataset; level of theory: the ωB97M-V functional and the def2-TZVPD basis.

Calculated values
**HOMO level**: -10.7 eV
**ΔE to the lowest compared entry with this formula, charge and spin**: 73.46 kJ/mol

Positions of all 61 atoms, in Å:
Tl1 -0.06419 1.06773 0.46037
C1 -4.25799 1.91693 2.27714
F1 -4.53913 0.65768 1.73570
F2 -5.37001 2.69517 2.23621
F3 -3.94326 1.84588 3.54317
S1 -3.12301 2.66881 1.06158
O1 -3.92659 2.75609 -0.14509
O2 -2.58787 3.76165 1.69604
O3 -2.02342 1.58400 0.86612
C2 -1.07645 -2.19136 3.77737
F4 -0.92064 -3.24552 2.90884
F5 -2.03416 -2.58977 4.62325
F6 0.11660 -1.97009 4.42451
S2 -1.56747 -0.74490 2.81446
O4 -2.20948 -1.34708 1.70791
O5 -2.23945 0.08527 3.70965
O6 -0.22314 -0.16066 2.42531
C3 2.31134 5.19031 1.38983
F7 1.05124 5.52470 1.19058
F8 3.09141 6.00070 0.61181
F9 2.60252 5.21665 2.71414
S3 2.26174 3.41694 0.66548
O7 3.48178 2.62226 0.84780
O8 1.14450 2.88704 1.50609
O9 1.89618 3.65172 -0.74417
C4 3.22569 0.93782 -3.47453
C5 2.30187 0.76023 -2.51459
C6 0.95022 1.30078 -2.72864
O10 0.08493 1.47429 -1.85654
C7 0.53286 1.70639 -4.06510
C8 1.43966 1.97848 -5.01107
C9 2.86204 1.51511 -4.79407
O11 3.55833 1.34142 -5.73038
H1 4.28025 0.65433 -3.44151
H2 2.41309 0.28528 -1.53442
H3 -0.54651 1.93384 -4.10357
H4 1.29517 2.50701 -5.94702
C10 -3.96800 -1.34484 -1.62373
C11 -2.73334 -0.79834 -1.38361
C12 -1.55665 -1.72155 -1.28722
O12 -0.46545 -1.36684 -0.84040
C13 -1.71935 -3.14494 -1.76216
C14 -2.90973 -3.62712 -2.12301
C15 -4.08874 -2.76230 -2.14089
O13 -5.12150 -3.14481 -2.56329
H5 -4.81795 -0.66833 -1.57263
H6 -2.57186 0.27347 -1.23579
H7 -0.78098 -3.63062 -1.80406
H8 -2.98898 -4.67304 -2.37707
C16 4.10804 -2.77553 1.87413
C17 3.85457 -1.70544 1.08067
C18 2.50477 -1.37720 0.68556
O14 2.15437 -0.24431 0.35806
C19 1.47645 -2.41994 1.03656
C20 1.74810 -3.55334 1.65451
C21 3.11235 -3.84533 2.18827
O15 3.36682 -4.83252 2.83212
H9 5.11354 -2.90907 2.21992
H10 4.64763 -1.05085 0.93064
H11 0.45753 -2.19235 0.84746
H12 0.92970 -4.18000 1.90328

A cluster of 2 separate species, CN3O2S in total in a non-equilibrium geometry. Source: the OMol25 dataset; level of theory: the ωB97M-V functional and the def2-TZVPD basis.

Calculated values
**HOMO level (alpha / beta)**: -3.6 / -3.6 eV
**ΔE to the lowest compared entry with this formula, charge and spin**: 298.20 kJ/mol
**Charge**: -1

Positions of all 7 atoms, in Å:
C1 1.97159 0.41151 -2.17928
N1 2.06494 0.17867 -3.31224
N2 -0.94465 -1.24321 1.87284
N3 -1.45056 -0.19245 1.44628
O1 -1.12868 0.96972 1.45653
O2 -2.62955 -0.76849 1.25572
S1 2.11691 0.64426 -0.53984